## w
10
Properties=species:S:1:pos:R:3 method="wB97M-V/def2-TZVPD" smiles="NC(=O)NC=O" orbital_gap_ev=11.1 charge=0
N 1.80080 0.11410 -0.06502
C 0.51114 0.13318 0.49632
O 0.24803 0.36649 1.65499
N -0.44994 -0.10037 -0.48041
C -1.81037 -0.08176 -0.22521
O -2.63738 -0.02531 -1.10229
H 2.11524 -0.83317 -0.22819
H 2.45241 0.56709 0.55795
H -0.17761 -0.01263 -1.45127
H -2.05231 -0.12764 0.84314

***

## x
10
Properties=species:S:1:pos:R:3 method="wB97M-V/def2-TZVPD" smiles="NC(=O)/N=C/O" orbital_gap_ev=10.9 charge=0
N -1.02851 0.05205 1.66792
C -0.66013 0.48123 0.43919
O -1.03098 1.52988 -0.05967
N 0.20156 -0.46643 -0.17071
C 0.83390 0.00397 -1.16673
O 1.66404 -0.73974 -1.88616
H -1.63887 0.63628 2.20949
H -0.65847 -0.80541 2.04185
H 1.64340 -1.64040 -1.52003
H 0.75829 1.03349 -1.51854

***

Order of stability, best first: w, x

***

## w
9
Properties=species:S:1:pos:R:3 method="wB97M-V/def2-TZVPD" smiles="N=P(O)(O)S" orbital_gap_ev=10.0 charge=0
N 1.17341 -0.95099 -0.03663
O 0.32802 1.07570 -1.27285
O 0.11210 1.31720 1.13327
P 0.10238 0.17601 -0.00108
S -1.97713 -0.31802 -0.04642
H 1.15462 -1.61586 0.71379
H 1.07657 0.69788 -1.73895
H -0.22373 1.04411 1.98673
H -1.74624 -1.42603 -0.73786

***

## x
9
Properties=species:S:1:pos:R:3 method="wB97M-V/def2-TZVPD" smiles="O=S1#[PH]O1.N" orbital_gap_ev=9.2 charge=0
N -2.21877 -0.57069 -0.76897
O 1.85027 -1.70180 0.86518
O 1.59201 0.62394 -0.43975
P 0.62045 1.03376 0.95768
S 2.32234 -0.31096 0.87724
H -1.79879 -0.52323 -1.80101
H -1.53038 -1.06297 -0.17137
H 1.42154 2.14879 0.95033
H -2.25866 0.36316 -0.46934

***

## y
9
Properties=species:S:1:pos:R:3 method="wB97M-V/def2-TZVPD" orbital_gap_ev="8.1 / 8.1" charge=0
N -0.94135 0.95777 -0.26490
O 1.56997 1.62856 -0.75043
O 1.05812 -0.24862 0.83212
P 0.55410 1.30583 0.46789
S -2.30650 0.51448 0.42100
H -0.07093 -0.13348 -1.43512
H 1.40367 2.05877 -1.59763
H 2.02367 -0.06481 1.00565
H -2.05664 -0.26671 1.58906

***

Order of stability, best first: w, x, y

***

## w
9
Properties=species:S:1:pos:R:3 method="wB97M-V/def2-TZVPD" smiles="N=P(O)(O)S" orbital_gap_ev=9.8 charge=0
N -0.92015 0.95049 0.52940
O -0.39864 -0.65652 -1.45149
O -0.34341 -1.63980 0.86594
P -0.13135 -0.31132 0.05611
S 1.95658 -0.05241 0.00749
H -0.80466 0.88630 1.59920
H -1.14862 -0.26068 -1.94168
H 0.48015 -2.18559 0.89494
H 1.41171 1.16959 0.01080

***

## x
9
Properties=species:S:1:pos:R:3 method="wB97M-V/def2-TZVPD" orbital_gap_ev=10.1 charge=0
N -1.31442 0.60228 0.44739
O 0.80549 -1.73829 0.22856
O 0.86748 1.71003 0.14967
P -0.41672 1.07675 -0.69780
S -0.22084 1.21291 -2.58901
H -2.13668 0.05744 0.27119
H -0.00188 -2.13229 0.65314
H 0.89168 1.47261 1.05345
H 1.52588 -2.26144 0.48340

***

Order of stability, best first: w, x

***

## w
15
Properties=species:S:1:pos:R:3 method="wB97M-V/def2-TZVPD" orbital_gap_ev=8.5 charge=0
C -1.27721 -0.80267 0.33196
N -0.37064 0.33442 0.32753
C -0.98957 1.50207 -0.27007
C 0.90497 0.02129 -0.22516
C 1.91751 -0.61134 0.53559
O 2.69289 -1.27291 -0.23928
H -1.58088 -1.10856 -0.68602
H -2.17626 -0.55099 0.90581
H -0.79723 -1.66003 0.81346
H -1.91235 1.74436 0.26788
H -0.31782 2.36300 -0.19195
H -1.24540 1.35190 -1.33628
H 1.33728 0.79553 -0.86966
H 1.74926 -0.94768 -1.04720
H 2.07361 -0.63851 1.61585

***

## x
15
Properties=species:S:1:pos:R:3 method="wB97M-V/def2-TZVPD" smiles="CN(C)/C=C/O" orbital_gap_ev=9.1 charge=0
C -0.48393 0.88456 -1.19996
N -0.06091 0.67343 0.18306
C 1.21960 1.30148 0.43488
C -0.02575 -0.69711 0.50645
C -1.07612 -1.43460 0.86301
O -1.02232 -2.78865 0.70087
H 0.24716 0.49815 -1.93720
H -0.61459 1.95681 -1.38009
H -1.43829 0.38314 -1.37984
H 1.14264 2.37891 0.26686
H 1.51072 1.12301 1.47256
H 2.01693 0.90409 -0.22327
H 0.92883 -1.22791 0.39170
H -0.33350 -2.88926 0.02577
H -2.01048 -1.06603 1.27518

***

Order of stability, best first: x, w